(1)
C5H10O5 | the ωB97M-V functional and the def2-TZVPD basis

Output
- SMILES string = C[C@@]1(O)OC[C@H](O)C1(O)O
- energy above the lowest of the compared OMol25 structures with the same formula, charge and spin (eV) = 0.947
- gap between HOMO and LUMO (Ha) = 0.3926
- E_LUMO (eV) = 0.68

Last column: Löwdin charge in e.
Geometry (Å):
O (0.1631, -1.4989, 0.6183)  -0.037
O (-0.7881, 1.3923, -1.1461)  0.069
O (-1.0092, 0.1259, 1.8222)  0.013
O (2.2703, 0.8586, -1.3083)  -0.030
O (0.6323, 1.5892, 0.6037)  0.062
C (-0.7388, -0.4025, 0.5240)  -0.484
C (1.4572, -1.0420, 0.2599)  -0.109
C (0.0359, 0.7340, -0.2722)  -0.555
C (-2.0603, -0.7410, -0.1296)  0.024
C (1.1846, -0.0420, -0.9230)  -0.213
H (2.4081, 1.4934, -0.5479)  0.115
H (-1.9416, -1.1496, -1.1322)  0.098
H (-2.6525, 0.1963, -0.2229)  0.109
H (-0.2064, 2.0497, -1.5779)  0.135
H (0.8960, -0.6412, -1.8131)  0.174
H (1.9651, -0.5348, 1.1361)  0.149
H (-0.0128, 1.6586, 1.3172)  0.112
H (2.0142, -1.9291, -0.1362)  0.140
H (-1.0764, -0.6589, 2.4274)  0.146
H (-2.5408, -1.4579, 0.5004)  0.081

(2)
C4H9N2 | the ωB97M-V functional and the def2-TZVPD basis

Output
- energy above the lowest of the compared OMol25 structures with the same formula, charge and spin (eV) = 5.253
- charge = +1
- gap between HOMO and LUMO (Ha) = 0.3551
- E_LUMO (eV) = -3.81

Last column: Löwdin charge in e.
Geometry (Å):
N (-0.0049, 0.5015, 2.7051)  0.091
N (-0.3418, -1.5381, -0.6788)  0.155
C (1.1022, -1.1607, -0.7930)  0.017
C (-0.5063, 0.8604, -1.6944)  0.019
C (-0.0290, 0.7069, 1.3908)  0.081
C (-0.1065, -0.2990, -0.8474)  -0.284
H (0.3329, -0.3487, 3.0773)  0.096
H (1.5181, -1.1834, 0.2211)  0.095
H (0.3887, 1.1831, -2.2110)  0.103
H (-0.2745, 1.1086, 3.3952)  0.079
H (-1.2646, 0.4539, -2.3926)  0.116
H (-0.9441, 1.6709, -1.1549)  0.074
H (-1.1504, -2.1409, -0.6594)  0.176
H (-0.5266, 1.6876, 1.1900)  0.056
H (1.8068, -1.5021, -1.5479)  0.126

(3)
C10H10F6MgN4O5S4 | the ωB97M-V functional and the def2-TZVPD basis

Output
- gap between HOMO and LUMO (Ha) = 0.2973
- E_LUMO (eV) = -0.14

Last column: Löwdin charge in e.
Geometry (Å):
S (0.7023, 3.6245, -0.8517)  0.671
S (-3.5015, -0.9767, -1.7066)  1.057
S (-0.5875, -2.8770, 0.4429)  0.664
S (2.6769, 1.4997, -0.7404)  0.663
Mg (0.0887, 1.0940, 0.3281)  0.536
F (2.5597, 2.2988, 1.7806)  0.164
F (0.1423, 3.9105, -3.3921)  0.172
F (0.1297, 1.8479, -2.7481)  0.136
F (4.5542, 1.9552, 1.0167)  0.166
F (3.2864, 0.2703, 1.5002)  0.152
F (-1.5005, 3.1643, -2.1970)  0.157
O (-0.0962, 3.0665, 0.2664)  -0.304
O (3.8378, 1.2170, -1.5082)  -0.228
O (1.6017, 0.4715, -0.7721)  -0.328
O (0.0516, 0.4153, 2.0043)  -0.408
O (0.7310, 5.0367, -0.9796)  -0.217
N (2.0245, -2.6421, 0.4136)  0.069
N (0.9897, -2.5376, -1.6888)  0.064
N (2.1416, 2.9694, -0.9703)  -0.271
N (-1.7136, 0.3936, -0.5492)  -0.070
C (0.8613, -2.6982, -0.3258)  -0.868
C (-2.9150, 0.7426, 0.0345)  -0.204
C (2.1761, -2.3547, -2.1939)  -0.125
C (-3.9911, 0.1025, -0.4702)  -0.367
C (-1.8901, -0.5092, -1.4752)  -0.500
C (-0.0394, 0.0278, 3.3182)  -0.278
C (3.3787, -2.2983, -1.4512)  -0.052
C (-0.1916, 3.0968, -2.4097)  -0.670
C (3.3078, 1.5108, 1.0253)  -0.668
C (3.2488, -2.4421, -0.1114)  -0.079
H (4.3341, -2.1208, -1.9160)  0.109
H (4.0736, -2.4094, 0.5865)  0.135
H (2.2135, -2.2308, -3.2722)  0.118
H (-5.0205, 0.1968, -0.1730)  0.072
H (-1.0836, -0.9408, -2.0515)  0.071
H (-0.8595, -0.6874, 3.4841)  0.065
H (-2.9219, 1.4710, 0.8303)  0.127
H (1.8928, -2.7043, 1.4140)  0.138
H (-0.2127, 0.8741, 4.0010)  0.067
H (0.8784, -0.4712, 3.6730)  0.062

(4)
C9H10ClNO2S | the ωB97M-V functional and the def2-TZVPD basis

Output
- 2S+1 = 3
- gap between HOMO and LUMO (alpha / beta) (Ha) = 0.1572 / 0.1345
- ⟨S²⟩ = 2.036
- E_LUMO (alpha / beta) (eV) = -0.99 / -4.85

Last column: Löwdin spin population.
Geometry (Å):
Cl (3.9413, 0.9894, -0.3573)  0.396
S (3.1900, -1.1138, 0.4088)  0.187
O (2.8226, -0.6380, 1.7185)  0.146
O (2.1045, -1.3162, -0.5298)  0.181
N (1.1441, 1.3682, -0.9800)  0.282
C (-0.6465, -0.1142, -0.8334)  0.056
C (-2.7708, -1.3699, 0.5465)  0.130
C (-2.5968, -1.5740, -0.7951)  0.015
C (0.1529, 0.9728, 1.2836)  0.032
C (0.5773, 0.3128, -1.4248)  0.303
C (-1.8264, -0.5914, 1.2375)  -0.007
C (0.7662, 1.9909, 0.3056)  0.019
C (-0.8559, 0.1243, 0.5737)  0.090
C (-1.4583, -1.1130, -1.4325)  0.112
H (2.0334, 1.5854, -1.2926)  0.010
H (0.9262, -0.1821, -2.3343)  0.014
H (-0.0188, 2.6819, 0.0121)  0.008
H (-3.5328, -1.9305, 0.9685)  0.010
H (-3.3298, -2.2522, -1.4281)  -0.002
H (0.7644, 0.1564, 1.6077)  0.010
H (-0.1711, 1.6295, 2.0406)  0.002
H (-1.2476, -1.4174, -2.4740)  0.005
H (-1.6952, -0.3989, 2.3405)  -0.003
H (1.7271, 2.2002, 0.8384)  0.003

(5)
C25H23BiCl2GePSe2 | the ωB97M-V functional and the def2-TZVPD basis

Output
- charge = +3
- gap between HOMO and LUMO (Ha) = 0.2089
- E_LUMO (eV) = -11.51

Last column: Löwdin charge in e.
Geometry (Å):
Bi (0.5999, 0.0244, -1.2246)  0.876
Se (-1.4465, 1.4616, -0.5236)  0.371
Se (1.8659, 1.4186, 0.5401)  0.377
Ge (0.4158, -3.0712, -0.0526)  1.123
Cl (1.5676, 1.4305, -3.5824)  0.507
Cl (3.6279, -0.3651, -2.4645)  0.535
P (-0.0897, 2.4573, 0.9914)  0.432
C (0.0994, 4.1652, 0.5587)  -0.413
C (-3.4098, -2.0182, -1.3247)  -0.037
C (-2.0484, -2.2343, -1.3393)  -0.162
C (2.7631, -5.6851, -3.0270)  0.004
C (0.6365, 4.3875, -0.7229)  -0.132
C (-4.1074, -2.0899, -0.1157)  0.004
C (-1.1196, 2.8257, 3.5880)  -0.042
C (3.1460, 0.5950, -3.8644)  -0.867
C (1.1304, -3.9545, -2.7097)  -0.102
C (-0.6283, 1.9537, 2.6114)  -0.411
C (-0.9671, 0.0969, 4.1154)  -0.044
C (0.7906, 5.6707, -1.2004)  -0.031
C (-1.5279, 2.3288, 4.8166)  -0.021
C (-1.3748, -2.5381, -0.1374)  -0.442
C (-1.4516, 0.9728, 5.0832)  -0.011
C (-3.4541, -2.3844, 1.0744)  -0.021
C (0.4115, 6.7530, -0.4117)  -0.005
C (-0.2752, 5.2616, 1.3455)  -0.043
C (-0.1160, 6.5462, 0.8527)  -0.022
C (1.4152, -3.9690, -1.3286)  -0.392
C (-0.5635, 0.5785, 2.8889)  -0.137
C (3.0563, -5.7038, -1.6701)  -0.025
C (-2.0834, -2.5845, 1.0767)  -0.103
C (2.4038, -4.8321, -0.8158)  -0.094
C (1.7995, -4.8167, -3.5489)  -0.033
H (3.7954, -6.3909, -1.2815)  0.131
H (0.9401, 3.5546, -1.3460)  0.051
H (0.9479, -3.1831, 1.3732)  0.019
H (-1.7668, 0.5932, 6.0460)  0.131
H (-1.5218, -2.2129, -2.2879)  0.089
H (-3.9417, -1.8105, -2.2436)  0.130
H (-1.5764, -2.8095, 2.0080)  0.104
H (-0.4075, 7.3882, 1.4651)  0.131
H (2.6444, -4.8392, 0.2410)  0.106
H (0.5326, 7.7607, -0.7865)  0.132
H (3.0135, -0.0560, -4.7197)  0.053
H (-1.9022, 3.0122, 5.5662)  0.132
H (0.3677, -3.3028, -3.1189)  0.094
H (-0.1815, -0.1139, 2.1485)  0.055
H (3.2952, -6.3498, -3.6953)  0.134
H (-0.6809, 5.1510, 2.3338)  0.088
H (1.5739, -4.8360, -4.6064)  0.127
H (1.2053, 5.8353, -2.1852)  0.126
H (-4.0140, -2.4555, 1.9971)  0.131
H (-5.1754, -1.9131, -0.1078)  0.134
H (3.8810, 1.3729, -4.0357)  0.057
H (-0.8945, -0.9601, 4.3340)  0.118
H (-1.2004, 3.8839, 3.4232)  0.088

(6)
C30H54Cl18O9 | the ωB97M-V functional and the def2-TZVPD basis

Output
- 2S+1 = 2
- charge = -1
- gap between HOMO and LUMO (alpha / beta) (Ha) = 0.0589 / 0.3751
- ⟨S²⟩ = 0.751
- E_LUMO (alpha / beta) (eV) = 1.82 / 1.79

Last column: Löwdin spin population.
Geometry (Å):
Cl (-3.4956, -15.4409, -3.1015)  0.015
Cl (0.4816, -22.6679, -0.9350)  0.000
Cl (-6.7061, -22.7604, -7.4899)  0.006
Cl (0.0826, -24.2719, -4.9927)  0.000
Cl (-9.0000, -23.7370, 0.1539)  0.003
Cl (-1.2749, -21.7941, -9.4849)  0.000
Cl (-8.1133, -20.8426, -9.7158)  0.031
Cl (2.2301, -21.8607, -5.9503)  0.000
Cl (-2.2738, -25.9013, -2.6754)  0.000
Cl (-3.7421, -22.2330, -0.2110)  0.004
Cl (-4.5797, -26.1948, -6.4209)  0.001
Cl (-1.8464, -18.6441, -5.8056)  0.009
Cl (-2.7498, -21.9457, -4.1499)  0.008
Cl (-6.6460, -23.0583, -2.3244)  0.004
Cl (-5.0810, -13.8366, -5.3386)  0.053
Cl (0.5955, -18.5104, -8.6546)  0.001
Cl (-6.2811, -19.6248, -5.5012)  0.134
Cl (-3.5367, -23.9204, -8.5867)  0.001
O (-3.9027, -19.1733, -1.2880)  0.008
O (-10.5069, -23.1062, -4.7970)  0.004
O (-3.3728, -18.5229, -11.5549)  0.001
O (-3.6337, -17.7522, 0.4255)  0.009
O (-5.4543, -17.7641, -10.9126)  0.003
O (-4.2968, -18.8606, -9.5098)  0.004
O (-10.8045, -21.6276, -3.2756)  0.012
O (-9.5729, -21.0713, -4.9908)  0.034
O (-1.8181, -18.6376, -0.5780)  0.002
C (-3.2565, -25.7050, -5.2824)  0.000
C (-4.0159, -22.4567, -9.4608)  0.001
C (-1.3396, -17.9966, 0.5505)  0.002
C (-9.1176, -24.2192, -1.6055)  0.002
C (-2.2152, -23.0138, -0.6770)  0.000
C (-2.7246, -17.3526, 2.5997)  0.002
C (-10.4024, -20.3557, -2.9283)  0.034
C (0.6298, -17.9246, -6.8986)  0.001
C (-0.1777, -23.1705, -6.3957)  0.000
C (-8.7808, -21.2601, -8.1469)  0.019
C (-4.8802, -20.6352, -5.4810)  0.018
C (-7.6005, -17.2764, -9.9250)  0.045
C (-2.8353, -21.9939, -10.3882)  0.000
C (-0.0902, -18.9273, -5.9004)  0.001
C (1.2189, -22.7867, -7.0535)  0.000
C (-4.1194, -20.7515, -4.0947)  0.006
C (-10.3176, -22.0263, -4.3808)  0.009
C (-9.4899, -19.9988, -4.0652)  0.071
C (-5.2562, -15.6415, -5.1172)  0.050
C (-4.2333, -18.3568, -10.7102)  0.002
C (-3.1728, -18.5907, -0.5352)  0.003
C (-7.6868, -24.4436, -2.1260)  0.002
C (-6.0518, -17.4226, -9.6567)  0.014
C (-2.5381, -17.2090, 1.0786)  0.002
C (-9.6603, -20.3619, -1.5879)  0.020
C (-8.4829, -22.6990, -7.7344)  0.006
C (-3.9874, -16.3005, -4.5840)  0.017
C (-1.1309, -21.9697, -0.6011)  0.000
C (-5.5013, -18.5512, -8.8094)  0.015
C (-3.5440, -26.2524, -3.8762)  0.000
H (-3.2142, -24.6159, -5.2957)  0.000
H (-1.8387, -17.2791, 3.2304)  0.000
H (-0.9076, -18.6493, 1.3091)  0.000
H (-4.8246, -21.1275, -3.3535)  0.001
H (-8.8156, -21.0501, -1.5568)  0.001
H (0.0623, -16.9974, -6.9792)  0.001
H (-4.5114, -25.8631, -3.5589)  0.000
H (-8.2574, -20.6134, -7.4426)  0.011
H (-0.7370, -22.2667, -6.1540)  0.000
H (-10.3438, -20.5604, -0.7623)  0.003
H (0.1044, -19.9554, -6.2059)  0.000
H (-9.5196, -23.3983, -2.1992)  0.001
H (-3.6535, -27.3185, -4.0748)  0.000
H (-2.4087, -16.1374, 0.9262)  0.001
H (-9.7343, -25.1107, -1.7198)  0.001
H (-8.6684, -23.3101, -8.6176)  0.001
H (1.6775, -17.6760, -6.7298)  0.000
H (-8.0889, -16.7962, -9.0770)  0.043
H (-8.1402, -18.1894, -10.1766)  0.003
H (-3.0032, -20.9743, -10.7350)  0.000
H (-0.8217, -23.7238, -7.0792)  0.000
H (-2.6582, -22.7067, -11.1936)  0.000
H (-5.5846, -16.4718, -9.4000)  0.009
H (-1.2226, -21.2382, -1.4040)  0.000
H (-4.1858, -21.7365, -8.6604)  0.000
H (-3.2383, -16.1417, -5.3598)  0.003
H (1.0073, -22.1275, -7.8954)  0.000
H (-11.2434, -19.6644, -2.9840)  0.018
H (-3.3504, -16.5006, 2.8655)  0.001
H (0.3286, -18.8601, -4.8963)  0.000
H (-4.1242, -20.3278, -6.2036)  0.001
H (-2.3966, -23.4310, -1.6675)  0.000
H (-7.1583, -25.1578, -1.4946)  0.000
H (-8.4636, -19.8576, -3.7265)  0.010
H (-7.7804, -16.5260, -10.6948)  0.006
H (-4.9907, -22.5902, -9.9298)  0.000
H (-9.7346, -19.0445, -4.5316)  0.079
H (-3.7805, -19.7850, -3.7216)  0.001
H (-9.0472, -23.0028, -6.8527)  0.001
H (-0.5563, -17.2893, 0.2779)  0.001
H (-9.8560, -21.0829, -8.1736)  0.012
H (-5.2625, -21.6138, -5.7713)  0.001
H (-4.1379, -17.3634, -4.3947)  0.003
H (-6.1196, -19.4329, -8.6410)  0.004
H (-1.1258, -21.4365, 0.3496)  0.000
H (-3.2977, -18.2464, 2.8462)  0.000
H (-5.6479, -16.0747, -6.0375)  0.024
H (-6.0720, -15.7266, -4.3992)  0.036
H (-7.6903, -24.9414, -3.0957)  0.001
H (1.7880, -23.6552, -7.3854)  0.000
H (-2.0604, -23.8614, -0.0094)  0.000
H (-2.3049, -26.1388, -5.5895)  0.000
H (-9.2082, -19.4019, -1.3387)  0.017
H (-5.2688, -18.1083, -7.8409)  0.010

Result set for molecular weight: 150.1, 85.1, 532.8, 231.7, 864.8, 1196.9 g mol⁻¹, one per record in the order listed.